# 1
This record from the OMol25 dataset describes a molecular structure, C37H39ClN3O3PRe in a non-equilibrium geometry. The level of theory is the ωB97M-V functional and the def2-TZVPD basis.

Its LUMO energy (alpha / beta) is -6.34 / -6.88 eV. Its energy above the lowest of the compared OMol25 structures with the same formula, charge and spin is 0.0 kcal per mole. The total charge is +2. The multiplicity is 4. The HOMO-LUMO gap (alpha / beta) comes out at 6.549 / 6.003 eV. The value obtained for the highest occupied orbital energy (alpha / beta) is -12.89 / -12.88 eV. The largest force on an atom is 0.045 hartree/bohr.

```
85
C37H39ClN3O3PRe | the OMol25 dataset | the ωB97M-V functional and the def2-TZVPD basis
Re -0.52526 1.10482 0.40740
C 0.04456 -0.46874 8.32544
O 0.22768 0.01738 6.99741
C 1.31666 0.78129 6.74728
C 2.24094 1.19707 7.69647
C 3.30680 2.00181 7.32438
C 3.45158 2.41085 6.00873
C 2.53653 1.99849 5.05434
C 1.47841 1.16952 5.40978
N 0.45862 0.76574 4.51240
C 0.55549 0.54190 3.19322
N 1.77581 0.34347 2.68908
C 2.12590 -0.03863 1.39244
C 1.27241 0.07111 0.29529
C 1.73341 -0.43644 -0.93056
C 2.98701 -0.98934 -1.05347
C 3.86100 -1.01488 0.03272
C 3.43790 -0.53089 1.25410
O 4.17501 -0.49096 2.38771
C 5.55858 -0.82428 2.30717
N -0.54227 0.55476 2.42018
C -1.80092 0.40732 3.08419
C -2.73424 1.43578 3.09607
C -4.00769 1.23552 3.59974
C -4.33507 -0.00047 4.13260
C -3.38895 -1.01185 4.20876
C -2.11149 -0.81896 3.69972
O -1.11034 -1.71920 3.74898
C -1.35202 -2.96436 4.39720
H -0.83600 -1.10249 8.29053
H -0.12372 0.34917 9.02777
H 0.90643 -1.05698 8.64447
H 2.13330 0.90908 8.73168
H 4.01866 2.32244 8.07206
H 4.26004 3.07084 5.72703
H 2.62460 2.36327 4.03927
H -0.44817 0.62565 4.93752
H 2.53508 0.26660 3.35753
H 1.09156 -0.38762 -1.80327
H 3.30494 -1.39972 -2.00223
H 4.85357 -1.42414 -0.08908
H 6.08118 -0.14080 1.63506
H 5.70759 -1.85327 1.97788
H 5.94588 -0.71258 3.31513
H -2.42929 2.40679 2.72835
H -4.73200 2.03818 3.58310
H -5.32998 -0.17575 4.51916
H -3.65954 -1.95174 4.66906
H -0.40768 -3.49901 4.36916
H -2.11415 -3.54190 3.87129
H -1.65092 -2.81764 5.43683
Cl -2.84374 2.16438 -0.21539
C -3.74474 0.66695 -0.14667
C -5.09224 0.66905 0.13588
C -5.72934 -0.55446 0.28452
C -5.00527 -1.73204 0.17228
C -3.65437 -1.70347 -0.13936
C -2.99396 -0.49190 -0.32815
C -1.57756 -0.40005 -0.77410
H -5.63503 1.59817 0.24646
H -6.78761 -0.57840 0.50431
H -5.49596 -2.68452 0.31990
H -3.10174 -2.62607 -0.26527
H -1.07525 -1.36405 -0.73175
H -1.53686 -0.01065 -1.79788
C -0.21597 4.39205 -0.41131
P 0.20680 2.79450 -1.20817
C -0.46701 3.01951 -2.88140
C 2.01039 2.83993 -1.33235
C 2.68514 2.62892 -2.52902
C 4.07227 2.63882 -2.54727
C 4.78547 2.84096 -1.37636
C 4.11388 3.03006 -0.17413
C 2.73170 3.02390 -0.15142
H -0.08104 4.35239 0.67048
H -1.25638 4.63601 -0.62963
H 0.42136 5.17970 -0.81230
H 0.05139 3.84718 -3.36558
H -1.52557 3.26401 -2.80151
H -0.35407 2.11501 -3.47764
H 2.13582 2.46028 -3.44673
H 4.59847 2.47713 -3.47834
H 5.86683 2.85591 -1.39765
H 4.67217 3.17856 0.74109
H 2.20237 3.17655 0.78522
```

# 2
This record from the OMol25 dataset describes 2 unconnected molecules or ions with the total composition C4H12S in a non-equilibrium geometry. The level of theory is the ωB97M-V functional and the def2-TZVPD basis.

Its LUMO energy is 1.03 eV. Its energy above the lowest of the compared OMol25 structures with the same formula, charge and spin is 14.5 kcal per mole. The total charge is 0. The multiplicity is 1. The HOMO-LUMO gap comes out at 9.546 eV. The value obtained for the highest occupied orbital energy is -8.51 eV. The largest force on an atom is 0.045 hartree/bohr.

```
17
C4H12S | the OMol25 dataset | the ωB97M-V functional and the def2-TZVPD basis
C 0.92894 0.77485 0.68411
S 0.10041 1.73738 2.02559
C -0.39817 0.47495 3.16352
H 0.47275 -0.20415 0.55339
H 1.97722 0.50326 0.85520
H 0.86436 1.34498 -0.23426
H 0.46770 -0.08151 3.52200
H -0.76434 1.08367 4.01146
H -1.29727 -0.11966 2.96467
C -0.67545 -1.23773 -1.86690
C 0.11822 -0.12596 -2.48599
H -1.76431 -1.06964 -1.81074
H -0.72131 -2.12074 -2.51318
H -0.42202 -1.60443 -0.87929
H -0.46594 0.79161 -2.60570
H 0.56861 -0.29950 -3.46522
H 1.01059 0.15261 -1.91867
```